No. 1
Entry from OMol25: 3 unconnected molecules or ions with the total composition CHF2NS in a non-equilibrium geometry (the ωB97M-V functional and the def2-TZVPD basis).

Positions of all 6 atoms, in Å:
S -0.530 1.575 0.223
F 2.528 1.686 0.310
F -1.418 -2.682 0.511
N -1.026 -1.733 -0.298
C -1.089 -0.724 -0.878
H 1.536 1.877 0.132

Cartesian forces, eV/Å:
S -0.30 -0.15 -0.17
F -2.92 0.72 -0.56
F 0.32 0.16 -0.31
N -0.58 -0.55 0.51
C 0.43 0.67 0.01
H 3.06 -0.85 0.53

**Maximum force**: 0.0626 Eh/bohr
**ΔE to the lowest compared entry with this formula, charge and spin**: 272.0 kJ/mol
**HOMO level (alpha / beta)**: -10.617 / -10.608 eV
**Total charge**: 0
**DFT total energy**: -18805.9224 eV
**Gap between HOMO and LUMO (alpha / beta)**: 7.5 / 7.6 eV

Löwdin atomic charge list, values in e, 4 entries: number 1, S, carries 0.343; number 2, F, carries -0.242; number 3, F, carries 0.092; number 4, N, carries -0.050

***

No. 2
Entry from OMol25: a molecular structure, C5H16N2O in a non-equilibrium geometry (the ωB97M-V functional and the def2-TZVPD basis).

Positions of all 24 atoms, in Å:
O 0.112 -0.224 1.208
N 1.016 2.291 -0.032
N 0.070 1.630 -2.285
C -0.401 2.484 -1.384
C -1.250 -0.208 1.591
C 0.538 -1.320 0.380
C -0.236 -1.417 -0.931
C 0.533 -2.641 1.151
H -1.229 2.155 -0.755
H -0.340 3.570 -1.507
H 0.260 -2.135 -1.583
H -1.910 -0.084 0.729
H 0.388 2.070 -3.146
H 1.023 -2.519 2.116
H 1.576 -1.052 0.156
H -1.254 -1.768 -0.764
H -0.482 -3.001 1.314
H 0.740 1.501 0.555
H 1.352 3.074 0.519
H -0.261 -0.451 -1.441
H -1.532 -1.110 2.140
H 1.585 1.902 -0.862
H -1.365 0.652 2.250
H 1.067 -3.399 0.581

Cartesian forces, eV/Å:
O -0.02 -0.03 0.02
N 0.75 -0.71 -0.93
N -1.49 0.55 0.08
C 0.21 -0.96 -1.94
C 0.11 -0.01 -0.06
C 0.01 -0.22 -0.09
C 0.08 0.18 0.28
C 0.00 0.33 -0.02
H 0.34 -0.03 0.35
H -0.12 -0.03 -0.03
H 0.01 -0.06 -0.04
H -0.03 -0.03 0.01
H 0.39 0.30 0.45
H 0.04 -0.03 0.04
H -0.08 -0.05 0.00
H -0.07 -0.07 0.01
H -0.05 -0.03 0.01
H 0.13 0.04 0.03
H 0.56 -0.23 -0.20
H 0.01 -0.04 -0.05
H -0.02 0.00 -0.01
H -0.69 1.20 2.14
H -0.06 -0.03 0.01
H 0.02 -0.04 -0.04

**Maximum force**: 0.0495 Eh/bohr
**ΔE to the lowest compared entry with this formula, charge and spin**: 254.9 kJ/mol
**HOMO level**: -7.985 eV
**Total charge**: 0
**DFT total energy**: -10469.8799 eV
**Gap between HOMO and LUMO**: 8.9 eV

Löwdin atomic charge list, values in e, 4 entries: number 1, O, carries -0.231; number 2, N, carries 0.061; number 3, N, carries -0.098; number 4, C, carries -0.261

***

No. 3
Entry from OMol25: a molecular structure, C5H10BFIn in a non-equilibrium geometry (the ωB97M-V functional and the def2-TZVPD basis).

Positions of all 18 atoms, in Å:
In -1.732 -2.040 -1.726
F 1.746 1.519 1.340
C -0.997 1.036 -1.020
C 1.062 0.528 1.889
C -2.178 0.489 -0.800
C 1.489 -0.791 1.015
C 0.241 0.184 -1.327
B 0.461 -0.896 -0.126
H 2.484 -0.626 0.574
H 1.476 -1.661 1.679
H 1.114 0.831 -1.389
H -0.325 -1.879 -0.113
H 1.378 0.316 2.918
H 0.039 -0.323 -2.312
H -3.010 1.004 -0.314
H -0.891 2.121 -0.958
H -2.364 -0.597 -1.123
H 0.008 0.784 1.794

Cartesian forces, eV/Å:
In 1.09 -3.51 -0.87
F 0.63 0.41 -0.24
C 1.56 -0.41 -0.32
C -0.74 0.39 0.03
C -0.69 1.29 -0.04
C -1.10 -1.21 -0.62
C -1.32 0.25 1.03
B 1.82 1.83 -0.16
H 0.15 -0.34 0.00
H 0.46 0.25 0.52
H 0.19 0.03 -0.14
H -0.02 -0.73 -0.23
H 0.17 -0.14 -0.03
H 0.02 -0.15 0.08
H -0.32 -0.57 0.29
H 0.00 0.11 -0.03
H -1.65 2.82 0.45
H -0.24 -0.32 0.30

**Maximum force**: 0.0735 Eh/bohr
**ΔE to the lowest compared entry with this formula, charge and spin**: 145.2 kJ/mol
**HOMO level**: -23.261 eV
**Total charge**: +3
**DFT total energy**: -13871.4466 eV
**Gap between HOMO and LUMO**: 4.0 eV

Löwdin atomic charge list, values in e, 4 entries: number 1, In, carries 1.684; number 2, F, carries 0.124; number 3, C, carries -0.020; number 4, C, carries -0.080

***

No. 4
Entry from OMol25: 2 unconnected molecules or ions with the total composition C4H10O3 in a non-equilibrium geometry (the ωB97M-V functional and the def2-TZVPD basis).

Positions of all 17 atoms, in Å:
O -2.028 -0.687 -1.889
O -0.357 1.469 2.631
O 1.929 1.324 -0.262
C 0.843 -0.747 -0.809
C 0.646 0.737 -0.495
C -1.661 -0.803 -0.739
C -0.406 -1.626 -0.494
H -2.163 -0.224 0.066
H -0.837 0.756 3.076
H 0.174 0.867 0.519
H 1.054 -0.860 -1.861
H 2.202 1.921 -0.968
H -0.228 -2.528 -1.087
H -0.574 2.184 3.275
H 1.727 -0.976 -0.237
H 0.027 1.229 -1.245
H -0.350 -2.037 0.517

Cartesian forces, eV/Å:
O -0.48 0.27 0.61
O -0.82 0.59 1.47
O 0.21 0.45 -0.61
C -0.83 0.85 0.21
C -0.04 -0.08 1.73
C 0.58 -0.74 -1.72
C 1.17 -0.20 1.11
H 0.25 -0.37 0.04
H 0.23 -0.29 -0.42
H -0.05 -0.30 -1.14
H 0.26 -0.02 -0.37
H -0.24 -0.22 0.03
H -1.06 0.28 -0.46
H 0.53 -0.31 -0.95
H 0.16 -0.75 0.19
H 0.22 0.29 -0.04
H -0.11 0.54 0.32

**Maximum force**: 0.0381 Eh/bohr
**ΔE to the lowest compared entry with this formula, charge and spin**: 183.2 kJ/mol
**HOMO level**: -9.753 eV
**Total charge**: 0
**SMILES**: O=CCCCO.O
**DFT total energy**: -10451.3452 eV
**Gap between HOMO and LUMO**: 10.3 eV

Löwdin atomic charge list, values in e, 4 entries: number 1, O, carries 0.040; number 2, O, carries -0.071; number 3, O, carries -0.074; number 4, C, carries -0.172

***

No. 5
Entry from OMol25: 2 unconnected molecules or ions with the total composition C6H12O in a non-equilibrium geometry (the ωB97M-V functional and the def2-TZVPD basis).

Positions of all 19 atoms, in Å:
O 0.106 2.326 -1.526
C 0.216 -1.003 -0.442
C 1.482 -0.222 -0.224
C -0.605 0.900 1.166
C -2.122 -1.020 0.744
C 2.683 -0.527 0.317
C -0.775 -0.321 0.674
H 0.385 1.343 1.183
H -0.213 -0.833 -1.440
H -2.604 -0.786 -0.232
H -1.440 1.319 1.681
H 1.487 0.749 -0.713
H -0.815 2.545 -1.338
H 0.085 2.165 -2.483
H -1.900 -2.093 0.702
H 0.317 -2.088 -0.369
H 3.489 -0.282 -0.390
H 2.825 -1.349 1.014
H -2.600 -0.821 1.676

Cartesian forces, eV/Å:
O -0.34 0.10 -0.76
C -0.75 1.85 3.32
C 1.32 -0.29 -1.34
C 0.92 -1.13 0.23
C 1.75 -0.52 -1.43
C -0.94 -1.06 -1.19
C -0.55 -1.26 -2.46
H -0.36 0.45 -0.17
H 0.17 0.40 0.32
H -0.49 -0.06 1.01
H -0.19 0.50 0.57
H -0.03 -0.39 -0.69
H 0.08 -0.02 0.27
H 0.22 0.07 0.33
H -0.30 0.01 0.12
H 0.08 0.16 0.56
H 0.35 1.06 1.45
H 0.03 -0.30 -0.38
H -0.97 0.43 0.24

**Maximum force**: 0.0752 Eh/bohr
**ΔE to the lowest compared entry with this formula, charge and spin**: 315.0 kJ/mol
**HOMO level**: -8.403 eV
**Total charge**: 0
**SMILES**: C=CCC(=C)C.O
**DFT total energy**: -8461.0896 eV
**Gap between HOMO and LUMO**: 9.0 eV

Löwdin atomic charge list, values in e, 4 entries: number 1, O, carries -0.059; number 2, C, carries -0.118; number 3, C, carries -0.243; number 4, C, carries 0.015

***

No. 6
Entry from OMol25: 4 unconnected molecules or ions with the total composition C3H15NO3 in a non-equilibrium geometry (the ωB97M-V functional and the def2-TZVPD basis).

Positions of all 22 atoms, in Å:
O 2.063 -1.388 0.299
O 0.688 -5.210 0.402
O 1.725 0.432 -1.943
N -0.131 0.043 -0.137
C -1.981 1.244 1.262
C -0.754 2.423 -0.657
C -0.648 1.277 0.447
H -2.074 2.030 1.927
H 2.681 -0.998 0.923
H 1.935 -0.483 -2.201
H 0.142 2.477 -1.219
H 1.154 -4.689 1.113
H 0.141 -0.539 0.744
H 0.488 -4.679 -0.407
H 2.116 -0.677 -0.394
H -1.600 2.201 -1.399
H -0.023 1.722 1.152
H 0.796 0.339 -1.466
H -2.819 1.260 0.556
H -0.979 3.427 -0.200
H -0.992 -0.434 -0.545
H -1.927 0.224 1.741

Cartesian forces, eV/Å:
O 0.75 0.83 -0.52
O 0.22 0.59 0.23
O -1.21 -0.76 0.41
N -2.63 -1.37 2.43
C 0.87 -3.71 -2.41
C -2.15 -0.66 0.47
C -2.11 3.03 -1.59
H -0.03 1.43 1.45
H 0.22 -0.38 0.45
H -0.13 0.56 -0.30
H 0.98 0.19 -0.51
H -0.83 -0.35 -1.74
H -0.34 0.77 -2.55
H 0.63 -0.21 1.50
H -0.39 -0.69 0.43
H 1.04 0.22 1.02
H 2.09 0.03 1.05
H 2.10 0.05 -0.51
H -0.09 -0.13 0.24
H 0.25 -1.05 -0.32
H 1.39 0.46 0.66
H -0.63 1.16 0.13

**Maximum force**: 0.0878 Eh/bohr
**ΔE to the lowest compared entry with this formula, charge and spin**: 153.9 kJ/mol
**HOMO level**: -10.199 eV
**Total charge**: 0
**SMILES**: CC(C)N.O.O.O
**DFT total energy**: -10986.0161 eV
**Gap between HOMO and LUMO**: 10.7 eV

Löwdin atomic charge list, values in e, 4 entries: number 1, O, carries -0.096; number 2, O, carries -0.107; number 3, O, carries -0.151; number 4, N, carries -0.020

***

Please write out number 1 again, unchanged.
Entry from OMol25: 3 unconnected molecules or ions with the total composition CHF2NS in a non-equilibrium geometry (the ωB97M-V functional and the def2-TZVPD basis).

Positions of all 6 atoms, in Å:
S -0.530 1.575 0.223
F 2.528 1.686 0.310
F -1.418 -2.682 0.511
N -1.026 -1.733 -0.298
C -1.089 -0.724 -0.878
H 1.536 1.877 0.132

Cartesian forces, eV/Å:
S -0.30 -0.15 -0.17
F -2.92 0.72 -0.56
F 0.32 0.16 -0.31
N -0.58 -0.55 0.51
C 0.43 0.67 0.01
H 3.06 -0.85 0.53

**Maximum force**: 0.0626 Eh/bohr
**ΔE to the lowest compared entry with this formula, charge and spin**: 272.0 kJ/mol
**HOMO level (alpha / beta)**: -10.617 / -10.608 eV
**Total charge**: 0
**DFT total energy**: -18805.9224 eV
**Gap between HOMO and LUMO (alpha / beta)**: 7.5 / 7.6 eV

Löwdin atomic charge list, values in e, 4 entries: number 1, S, carries 0.343; number 2, F, carries -0.242; number 3, F, carries 0.092; number 4, N, carries -0.050

***

What did the sixth record say?
Entry from OMol25: 4 unconnected molecules or ions with the total composition C3H15NO3 in a non-equilibrium geometry (the ωB97M-V functional and the def2-TZVPD basis).

Positions of all 22 atoms, in Å:
O 2.063 -1.388 0.299
O 0.688 -5.210 0.402
O 1.725 0.432 -1.943
N -0.131 0.043 -0.137
C -1.981 1.244 1.262
C -0.754 2.423 -0.657
C -0.648 1.277 0.447
H -2.074 2.030 1.927
H 2.681 -0.998 0.923
H 1.935 -0.483 -2.201
H 0.142 2.477 -1.219
H 1.154 -4.689 1.113
H 0.141 -0.539 0.744
H 0.488 -4.679 -0.407
H 2.116 -0.677 -0.394
H -1.600 2.201 -1.399
H -0.023 1.722 1.152
H 0.796 0.339 -1.466
H -2.819 1.260 0.556
H -0.979 3.427 -0.200
H -0.992 -0.434 -0.545
H -1.927 0.224 1.741

Cartesian forces, eV/Å:
O 0.75 0.83 -0.52
O 0.22 0.59 0.23
O -1.21 -0.76 0.41
N -2.63 -1.37 2.43
C 0.87 -3.71 -2.41
C -2.15 -0.66 0.47
C -2.11 3.03 -1.59
H -0.03 1.43 1.45
H 0.22 -0.38 0.45
H -0.13 0.56 -0.30
H 0.98 0.19 -0.51
H -0.83 -0.35 -1.74
H -0.34 0.77 -2.55
H 0.63 -0.21 1.50
H -0.39 -0.69 0.43
H 1.04 0.22 1.02
H 2.09 0.03 1.05
H 2.10 0.05 -0.51
H -0.09 -0.13 0.24
H 0.25 -1.05 -0.32
H 1.39 0.46 0.66
H -0.63 1.16 0.13

**Maximum force**: 0.0878 Eh/bohr
**ΔE to the lowest compared entry with this formula, charge and spin**: 153.9 kJ/mol
**HOMO level**: -10.199 eV
**Total charge**: 0
**SMILES**: CC(C)N.O.O.O
**DFT total energy**: -10986.0161 eV
**Gap between HOMO and LUMO**: 10.7 eV

Löwdin atomic charge list, values in e, 4 entries: number 1, O, carries -0.096; number 2, O, carries -0.107; number 3, O, carries -0.151; number 4, N, carries -0.020

***

Please write out number 4 again, unchanged.
Entry from OMol25: 2 unconnected molecules or ions with the total composition C4H10O3 in a non-equilibrium geometry (the ωB97M-V functional and the def2-TZVPD basis).

Positions of all 17 atoms, in Å:
O -2.028 -0.687 -1.889
O -0.357 1.469 2.631
O 1.929 1.324 -0.262
C 0.843 -0.747 -0.809
C 0.646 0.737 -0.495
C -1.661 -0.803 -0.739
C -0.406 -1.626 -0.494
H -2.163 -0.224 0.066
H -0.837 0.756 3.076
H 0.174 0.867 0.519
H 1.054 -0.860 -1.861
H 2.202 1.921 -0.968
H -0.228 -2.528 -1.087
H -0.574 2.184 3.275
H 1.727 -0.976 -0.237
H 0.027 1.229 -1.245
H -0.350 -2.037 0.517

Cartesian forces, eV/Å:
O -0.48 0.27 0.61
O -0.82 0.59 1.47
O 0.21 0.45 -0.61
C -0.83 0.85 0.21
C -0.04 -0.08 1.73
C 0.58 -0.74 -1.72
C 1.17 -0.20 1.11
H 0.25 -0.37 0.04
H 0.23 -0.29 -0.42
H -0.05 -0.30 -1.14
H 0.26 -0.02 -0.37
H -0.24 -0.22 0.03
H -1.06 0.28 -0.46
H 0.53 -0.31 -0.95
H 0.16 -0.75 0.19
H 0.22 0.29 -0.04
H -0.11 0.54 0.32

**Maximum force**: 0.0381 Eh/bohr
**ΔE to the lowest compared entry with this formula, charge and spin**: 183.2 kJ/mol
**HOMO level**: -9.753 eV
**Total charge**: 0
**SMILES**: O=CCCCO.O
**DFT total energy**: -10451.3452 eV
**Gap between HOMO and LUMO**: 10.3 eV

Löwdin atomic charge list, values in e, 4 entries: number 1, O, carries 0.040; number 2, O, carries -0.071; number 3, O, carries -0.074; number 4, C, carries -0.172